ORCA calculation (the ωB97M-V functional and the def2-TZVPD basis) on a cluster of 2 separate species, C6H8 in total at a distorted geometry.

Its total charge is 0. The value obtained for the relative energy (zero: lowest compared OMol25 entry of this formula, charge and spin) is 5.722 eV. The lowest unoccupied orbital energy comes out at -0.00087 hartree. The HOMO-LUMO gap comes out at 9.059 eV.

Structure (XYZ):
```
14
Properties=species:S:1:pos:R:3:lowdin_charge:R:1
C -0.123 -1.426 1.305 0.09
C -0.096 0.801 0.466 -0.21
C 0.480 -2.314 0.638 -0.12
C -0.355 0.896 -0.697 -0.13
C 0.238 1.267 1.837 -0.15
C -0.798 0.535 -2.007 -0.12
H 0.875 -2.053 -0.253 0.01
H 0.375 -3.411 0.825 0.09
H 0.513 2.390 1.721 0.10
H 1.104 0.585 2.224 0.09
H -0.605 1.193 2.520 0.06
H -0.023 0.903 -2.749 0.09
H -1.747 1.103 -2.280 0.10
H -0.907 -0.609 -2.008 0.10
```